(1)
The following is a quantum chemistry calculation of C39H49Br2N4OSSbSi3Ti as an isolated structure in a non-equilibrium geometry, from the Open Molecules 2025 dataset.

CARTESIAN COORDINATES (ANGSTROEM)
Ti: -0.5526 -0.4995 0.2303
C: 0.1170 -4.1889 2.8833
C: -1.1745 -3.4651 3.1056
C: -2.1226 -4.0500 3.9801
C: -3.2210 -3.3425 4.3658
C: -3.3899 -2.0234 3.8892
C: -4.3776 -1.1166 4.3643
Br: -5.6843 -1.6797 5.5982
C: -4.3603 0.1923 3.9686
C: -3.4334 0.6357 3.0022
Br: -3.3695 2.4876 2.6847
C: -2.5740 -0.2535 2.3994
O: -1.7688 0.0501 1.3625
C: -2.4599 -1.5719 2.9296
N: -1.3761 -2.2962 2.5375
H: 0.4841 -4.5592 3.8400
H: 0.8712 -3.5330 2.4549
H: -0.0223 -5.0539 2.2350
H: -1.9398 -5.0417 4.3630
H: -3.9413 -3.7581 5.0541
H: -5.0559 0.9025 4.3875
C: -1.3700 3.3620 0.0931
Sb: -0.3036 2.5930 -1.5847
C: -1.1403 0.5774 -1.4005
C: -0.5476 -0.2863 -2.4498
C: -0.4112 -0.0333 -3.8155
C: 0.1163 -1.0237 -4.6206
C: 0.5045 -2.2360 -4.0522
C: 0.3572 -2.4074 -2.6918
N: -0.1545 -1.4488 -1.9065
Si: -3.0561 0.4071 -1.6694
C: -4.2498 1.3442 -0.5797
C: -3.3685 -1.4275 -1.3264
C: -3.4680 0.8731 -3.4411
C: 1.7181 2.4082 -0.6431
C: 1.9051 1.4992 0.5007
C: 3.1410 1.5530 1.1787
C: 3.3234 0.9709 2.4043
C: 2.2555 0.2865 2.9916
C: 1.1111 0.1443 2.2510
N: 0.9436 0.6833 1.0099
Si: 1.9918 4.2190 0.1190
C: 1.0476 4.3504 1.7516
C: 3.7551 4.6903 0.5876
C: 1.4181 5.4776 -1.1514
Si: 3.0052 1.9949 -2.0526
C: 3.2425 0.1241 -2.0246
C: 2.3786 2.5974 -3.7208
C: 4.7305 2.7169 -1.8857
H: -2.4123 3.0933 -0.0527
H: -1.2926 4.4437 0.1434
H: -1.0167 2.9143 1.0234
H: -0.7340 0.9117 -4.2283
H: 0.2173 -0.8635 -5.6843
H: 0.9099 -3.0347 -4.6535
H: 0.6554 -3.3330 -2.2168
H: -4.1472 1.1179 0.4734
H: -5.2345 0.9954 -0.8904
H: -4.2474 2.4210 -0.7092
H: -3.2770 -1.6366 -0.2510
H: -2.7138 -2.1027 -1.8796
H: -4.3926 -1.6859 -1.5879
H: -3.1112 1.8722 -3.6860
H: -4.5508 0.8899 -3.5413
H: -3.0829 0.1836 -4.1849
H: 3.9353 2.1189 0.7276
H: 4.2703 1.0642 2.9153
H: 2.3229 -0.1423 3.9776
H: 0.2810 -0.4469 2.6378
H: 0.8067 3.3884 2.2006
H: 0.1223 4.9084 1.6616
H: 1.6723 4.8851 2.4627
H: 4.0636 4.2592 1.5355
H: 3.7247 5.7673 0.7435
H: 4.5263 4.5028 -0.1476
H: 0.4111 5.3419 -1.5358
H: 2.0953 5.5190 -2.0004
H: 1.4403 6.4563 -0.6780
H: 2.3435 -0.4133 -1.7342
H: 4.0388 -0.1504 -1.3358
H: 3.5354 -0.2340 -3.0082
H: 1.6615 1.9211 -4.1759
H: 3.2322 2.6687 -4.3915
H: 1.9211 3.5844 -3.6740
H: 5.2384 2.5167 -0.9480
H: 4.7618 3.7837 -2.0787
H: 5.3196 2.2423 -2.6688
S: 2.9553 -3.6853 0.3391
C: 2.1075 -2.2221 0.5563
N: 0.8072 -2.2699 0.4544
C: 0.3941 -3.5618 0.1587
C: -0.9241 -3.9796 -0.0270
C: -1.1547 -5.3044 -0.3213
C: -0.0981 -6.2202 -0.4254
C: 1.2079 -5.8241 -0.2385
C: 1.4430 -4.4815 0.0534
H: 2.6510 -1.3140 0.7524
H: -1.7499 -3.2843 0.0682
H: -2.1661 -5.6463 -0.4706
H: -0.3108 -7.2516 -0.6541
H: 2.0193 -6.5285 -0.3117

Output
**Max |F|**: 1.441 eV/Å
**E_HOMO**: -13.10 eV
**Energy above the lowest of the compared OMol25 structures with the same formula, charge and spin**: 80.0 kJ/mol
**Charge**: +2
**Orbital gap**: 6.847 eV

(2)
The following is a quantum chemistry calculation of C5H15BeFN2O4S as an isolated structure in a non-equilibrium geometry, from the Open Molecules 2025 dataset.

CARTESIAN COORDINATES (ANGSTROEM)
C: 4.3961 2.0286 -0.7669
S: 2.8547 2.8550 -1.3044
N: 1.6893 1.6273 -1.5260
C: 0.5867 1.9140 -1.0193
O: -0.2890 1.9119 -0.2795
H: 4.7862 2.5016 0.1480
H: 4.1908 0.9611 -0.5810
H: 5.1247 2.0725 -1.5922
H: 2.4742 3.6269 -0.2322
O: -1.9344 -2.4187 -2.9842
C: -1.9974 -1.6943 -2.0232
N: -1.2310 -0.5613 -1.9323
C: -2.9185 -1.9695 -0.8530
H: -1.2616 0.0669 -1.1541
H: -0.6131 -0.3592 -2.7024
H: -2.6605 -2.9447 -0.4175
H: -3.9490 -1.9925 -1.2055
H: -2.8350 -1.2026 -0.0868
F: -2.5020 -0.9432 1.9053
O: -2.0250 -5.0226 0.3122
H: -1.4471 -5.2815 -0.4178
H: -2.8620 -5.4671 0.1229
C: 0.8230 2.4263 2.9289
O: 0.8329 1.0326 2.6172
H: 1.6294 2.6389 3.6253
H: 0.9736 3.0115 2.0147
H: -0.1283 2.6960 3.3886
H: 0.1105 0.8774 2.0022
Be: -1.8181 -2.3912 2.0131

Output
**Max |F|**: 5.460 eV/Å
**E_HOMO**: -15.28 eV
**Charge**: +2
**Orbital gap**: 4.344 eV

(3)
The following is a quantum chemistry calculation of C5H13N3 as an isolated structure in a non-equilibrium geometry, from the Open Molecules 2025 dataset.

CARTESIAN COORDINATES (ANGSTROEM)
C: -1.8671 -0.8266 0.2255
C: -0.6538 -0.6968 -1.8904
C: 2.0379 1.2896 1.5664
N: -0.7879 -0.1827 -0.5212
C: 0.4806 -0.1336 0.2136
C: 0.8530 1.0405 0.7054
N: 1.1907 -1.3660 0.1894
N: -1.3393 1.6380 -0.4654
H: 2.0684 -1.2881 0.6880
H: 0.6580 -2.1427 0.5665
H: -0.9753 1.8608 -1.3958
H: -0.4548 2.0547 0.1667
H: -1.7066 -1.9073 0.3179
H: -1.9162 -0.3748 1.2131
H: -2.8051 -0.6318 -0.2926
H: -0.4551 -1.7720 -1.9074
H: -1.5827 -0.4843 -2.4218
H: 0.1743 -0.1850 -2.3773
H: 2.4810 0.3721 1.9881
H: 2.8296 1.8084 1.0179
H: 1.7703 1.9277 2.4132

Output
**Max |F|**: 2.818 eV/Å
**E_HOMO (spin up / spin down)**: -6.50 / -6.50 eV
**Energy above the lowest of the compared OMol25 structures with the same formula, charge and spin**: 585.0 kJ/mol
**Orbital gap (spin up / spin down)**: 6.755 / 6.755 eV

(4)
The following is a quantum chemistry calculation of C5H8FNO as an isolated structure in a non-equilibrium geometry, from the Open Molecules 2025 dataset.

CARTESIAN COORDINATES (ANGSTROEM)
C: -0.3728 -2.1486 -0.4391
C: 0.8275 -1.5399 0.2300
C: 0.0510 0.7427 0.2658
C: -1.6178 -0.3819 0.3156
C: -0.0478 1.8692 -0.6667
N: -1.4510 -1.4499 -0.5427
O: 0.9956 -0.1569 -0.1711
F: -2.6303 0.3745 0.0726
H: -0.2604 -2.9809 -1.0417
H: 0.9746 -1.7253 1.4103
H: 1.7659 -1.9448 -0.1442
H: 0.2000 1.0359 1.3794
H: -1.5443 -0.6418 1.4011
H: 0.7565 2.6443 -0.7073
H: -0.9871 2.3823 -0.6052
H: 0.0339 1.3887 -1.6248

Output
**Max |F|**: 5.739 eV/Å
**E_HOMO**: -8.51 eV
**Energy above the lowest of the compared OMol25 structures with the same formula, charge and spin**: 343.5 kJ/mol
**Orbital gap**: 9.236 eV

(5)
The following is a quantum chemistry calculation of a 2-piece molecular cluster, C3H4NO overall in a non-equilibrium geometry, from the Open Molecules 2025 dataset.

CARTESIAN COORDINATES (ANGSTROEM)
C: -0.3287 -1.0107 -0.2852
C: -1.6165 1.0528 -0.8363
C: 1.6279 -0.3129 1.0597
N: 0.6535 -0.7508 0.3495
O: -1.0373 1.9722 -0.4811
H: -0.7815 -1.7621 -0.9449
H: -2.6194 0.7982 -1.3519
H: 1.6852 -0.0473 2.1477
H: 2.4167 0.0607 0.3424

Output
**Max |F|**: 3.426 eV/Å
**E_HOMO (spin up / spin down)**: -13.63 / -13.69 eV
**Energy above the lowest of the compared OMol25 structures with the same formula, charge and spin**: 324.9 kJ/mol
**Charge**: +1
**Orbital gap (spin up / spin down)**: 7.494 / 7.626 eV

(6)
The following is a quantum chemistry calculation of a 8-piece molecular cluster, H16O8 overall in a non-equilibrium geometry, from the Open Molecules 2025 dataset.

CARTESIAN COORDINATES (ANGSTROEM)
O: 7.8709 -9.4223 -14.3631
H: 7.7372 -10.3671 -14.4388
H: 8.6092 -9.3320 -13.7606
O: 5.6959 -9.7411 -12.7444
H: 5.7089 -9.1429 -11.9972
H: 6.4116 -9.4409 -13.3046
O: 6.1736 -11.1664 -17.4050
H: 6.0515 -11.5711 -16.5462
H: 6.7154 -10.3963 -17.2326
O: 9.1819 -8.2153 -19.9383
H: 8.5953 -8.9592 -19.8015
H: 9.4633 -7.9664 -19.0579
O: 7.3611 -8.7201 -16.8474
H: 8.1279 -8.2260 -17.1374
H: 7.4757 -8.8076 -15.9012
O: 7.4706 -6.0622 -19.6851
H: 6.6631 -6.5691 -19.5999
H: 8.1701 -6.7121 -19.6174
O: 6.4359 -9.6134 -19.6214
H: 6.5019 -10.2230 -18.8864
H: 5.9952 -8.8456 -19.2574
O: 9.6550 -6.9903 -17.6648
H: 9.0606 -6.2402 -17.6513
H: 10.4592 -6.6667 -17.2589

Output
**Max |F|**: 1.421 eV/Å
**E_HOMO (spin up / spin down)**: 0.00 / -7.94 eV
**Energy above the lowest of the compared OMol25 structures with the same formula, charge and spin**: 0.0 kJ/mol
**Multiplicity**: 2
**Charge**: -1
**Orbital gap (spin up / spin down)**: 2.995 / 11.104 eV

(7)
The following is a quantum chemistry calculation of C2H2Br2I2 as an isolated structure in a non-equilibrium geometry, from the Open Molecules 2025 dataset.

CARTESIAN COORDINATES (ANGSTROEM)
C: 0.4304 -0.1774 0.1568
C: 1.5615 0.7581 0.3212
Br: 1.2831 2.3318 1.3223
Br: 5.2198 -0.5452 0.6124
I: 1.0249 -2.2549 0.4732
I: 3.1699 0.6561 -0.8921
H: 0.0083 -0.1644 -0.8475
H: -0.3521 0.0378 0.8785

Output
**Max |F|**: 1.554 eV/Å
**E_HOMO (spin up / spin down)**: -8.03 / -9.69 eV
**Energy above the lowest of the compared OMol25 structures with the same formula, charge and spin**: 18.6 kJ/mol
**Multiplicity**: 3
**Orbital gap (spin up / spin down)**: 7.846 / 7.013 eV

(8)
The following is a quantum chemistry calculation of one molecule with the formula C4H2BrFO in a non-equilibrium geometry, from the Open Molecules 2025 dataset.

CARTESIAN COORDINATES (ANGSTROEM)
C: -1.0478 -0.3604 0.1093
C: -0.5290 0.9183 -0.0186
C: -0.2191 -1.4486 0.2679
C: 1.6541 0.3385 -0.5945
O: 0.7505 1.1865 -0.1691
F: -0.6454 -2.6664 -0.0019
Br: 3.3153 0.6552 0.1692
H: -2.1242 -0.4218 0.2461
H: -1.1544 1.7986 -0.0085

Output
**Max |F|**: 2.636 eV/Å
**E_HOMO (spin up / spin down)**: -8.45 / -8.45 eV
**Energy above the lowest of the compared OMol25 structures with the same formula, charge and spin**: 486.5 kJ/mol
**Orbital gap (spin up / spin down)**: 7.625 / 7.626 eV